[1]
This record from the Open Molecules 2025 dataset describes an isolated molecule of C6H16N2 in a non-equilibrium geometry. The level of theory is ωB97M-V/def2-TZVPD.

Properties
energy relative to the best compared isomer or geometry (same formula, charge and spin)	98.3	kJ/mol
largest force on an atom	1.876	eV Å⁻¹
gap between HOMO and LUMO	10.14	eV
LUMO energy	1.1	eV
electronic energy	-347.6874	Eh

Last columns: bonded neighbours and bond lengths (Å).
Cartesian coordinates (Å):
1 C 0.216 2.494 -1.259  C2 1.535, H9 1.093, H10 1.088, H11 1.078
2 C -0.941 1.534 -1.568  C1 1.535, C3 1.541, H12 1.097, H13 1.095
3 C -0.706 0.036 -1.290  C2 1.541, C4 1.570, H14 1.090, H15 1.086
4 C -1.413 -0.463 0.019  C3 1.570, C5 1.514, H16 1.094, H17 1.077
5 C -0.621 -0.143 1.269  C4 1.514, N6 1.502, H18 1.093, H19 1.080
6 N 0.219 -1.253 1.833  C5 1.502, C7 1.458, H20 1.017
7 C 1.128 -1.892 0.889  N6 1.458, N8 1.468, H21 1.091, H22 1.085
8 N 2.519 -1.447 1.029  C7 1.468, H23 1.010, H24 0.997
9 H 0.662 2.169 -0.315  C1 1.093
10 H 1.056 2.425 -1.947  C1 1.088
11 H -0.177 3.495 -1.189  C1 1.078
12 H -1.779 1.885 -0.955  C2 1.097
13 H -1.307 1.666 -2.592  C2 1.095
14 H 0.362 -0.122 -1.134  C3 1.090
15 H -1.022 -0.589 -2.120  C3 1.086
16 H -2.416 -0.031 0.093  C4 1.094
17 H -1.536 -1.519 -0.152  C4 1.077
18 H -1.243 0.121 2.128  C5 1.093
19 H 0.077 0.670 1.133  C5 1.080
20 H -0.447 -1.950 2.154  N6 1.017
21 H 1.117 -2.960 1.113  C7 1.091
22 H 0.878 -1.853 -0.166  C7 1.085
23 H 2.520 -0.443 1.139  N8 1.010
24 H 2.853 -1.828 1.888  N8 0.997

***

[2]
This record from the Open Molecules 2025 dataset describes an isolated ion of composition C6H16N2 and charge +1 in a non-equilibrium geometry. The level of theory is ωB97M-V/def2-TZVPD.

Properties
charge	+1
multiplicity	2
energy relative to the best compared isomer or geometry (same formula, charge and spin)	249.2	kJ/mol
largest force on an atom	3.678	eV Å⁻¹
gap between HOMO and LUMO (alpha / beta)	11.12 / 5.41	eV
LUMO energy (alpha / beta)	-2.7 / -7.6	eV
electronic energy	-347.3215	Eh

Last columns: bonded neighbours and bond lengths (Å).
Cartesian coordinates (Å):
1 C -0.377 -1.147 -1.114  N2 1.452, C5 1.515, H9 1.137, H10 1.118
2 N -1.507 -0.239 -1.042  C1 1.452, C3 1.466, H11 1.063
3 C -1.735 0.267 0.315  N2 1.466, C4 1.570, H12 1.207, H13 1.129
4 C -3.286 0.274 0.558  C3 1.570, H14 1.221, H15 1.185, H16 1.124
5 C 1.026 -0.594 -0.971  C1 1.515, N6 1.507, H17 1.082, H18 1.172
6 N 1.303 0.036 0.370  C5 1.507, C7 1.569, C8 1.505
7 C 2.542 -0.647 1.049  N6 1.569, H19 1.129, H20 1.146, H21 1.128
8 C 1.643 1.491 0.186  N6 1.505, H22 1.150, H23 1.165, H24 1.096
9 H -0.353 -1.754 -2.075  C1 1.137
10 H -0.547 -1.928 -0.332  C1 1.118
11 H -1.674 0.542 -1.744  N2 1.063
12 H -1.230 1.360 0.395  C3 1.207
13 H -1.237 -0.406 1.074  C3 1.129
14 H -3.709 0.820 -0.449  C4 1.221
15 H -3.634 -0.859 0.573  C4 1.185
16 H -3.633 0.744 1.518  C4 1.124
17 H 1.159 0.196 -1.698  C5 1.082
18 H 1.640 -1.592 -0.946  C5 1.172
19 H 3.484 -0.426 0.467  C7 1.129
20 H 2.473 -1.784 1.177  C7 1.146
21 H 2.707 -0.051 1.992  C7 1.128
22 H 1.520 1.994 1.212  C8 1.150
23 H 2.680 1.747 -0.281  C8 1.165
24 H 0.745 1.957 -0.234  C8 1.096

***

[3]
This record from the Open Molecules 2025 dataset describes an isolated ion of composition C6H16N2 and charge +1 in a non-equilibrium geometry. The level of theory is ωB97M-V/def2-TZVPD.

Properties
charge	+1
multiplicity	2
energy relative to the best compared isomer or geometry (same formula, charge and spin)	123.4	kJ/mol
largest force on an atom	5.612	eV Å⁻¹
gap between HOMO and LUMO (alpha / beta)	10.70 / 5.66	eV
LUMO energy (alpha / beta)	-2.4 / -7.4	eV
electronic energy	-347.3694	Eh

Last columns: bonded neighbours and bond lengths (Å).
Cartesian coordinates (Å):
1 N 1.374 2.073 -1.866  C2 1.481, H9 1.011, H10 1.003
2 C 0.028 1.497 -1.646  N1 1.481, C3 1.498, H11 1.089, H12 1.106
3 C -0.298 1.413 -0.186  C2 1.498, N4 1.578, H13 1.085, H14 1.093
4 N -0.195 -0.100 0.249  C3 1.578, C5 1.447, C7 1.438
5 C -0.891 -0.282 1.505  N4 1.447, C6 1.574, H15 1.090, H16 1.092
6 C -2.147 -1.173 1.180  C5 1.574, H17 1.085, H18 1.086, H19 1.096
7 C 1.166 -0.565 0.271  N4 1.438, C8 1.584, H20 1.101, H21 1.094
8 C 1.241 -2.138 0.103  C7 1.584, H22 1.090, H23 1.084, H24 1.080
9 H 1.528 2.796 -1.175  N1 1.011
10 H 1.528 2.398 -2.802  N1 1.003
11 H -0.056 0.643 -2.316  C2 1.089
12 H -0.794 2.074 -2.110  C2 1.106
13 H -1.351 1.607 -0.007  C3 1.085
14 H 0.401 1.932 0.475  C3 1.093
15 H -1.121 0.634 2.048  C5 1.090
16 H -0.265 -0.828 2.215  C5 1.092
17 H -2.735 -0.932 0.301  C6 1.085
18 H -1.873 -2.221 1.111  C6 1.086
19 H -2.756 -1.008 2.076  C6 1.096
20 H 1.830 -0.149 1.043  C7 1.101
21 H 1.626 -0.245 -0.669  C7 1.094
22 H 2.268 -2.482 0.224  C8 1.090
23 H 0.607 -2.576 0.866  C8 1.084
24 H 0.884 -2.370 -0.890  C8 1.080

***

[4]
This record from the Open Molecules 2025 dataset describes an isolated molecule of C6H16N2O2 in a non-equilibrium geometry. The level of theory is ωB97M-V/def2-TZVPD.

Properties
energy relative to the best compared isomer or geometry (same formula, charge and spin)	100.8	kJ/mol
largest force on an atom	2.250	eV Å⁻¹
gap between HOMO and LUMO	10.08	eV
LUMO energy	0.7	eV
electronic energy	-498.2145	Eh

Last columns: bonded neighbours and bond lengths (Å).
Cartesian coordinates (Å):
1 C -1.389 -0.257 0.124  C3 1.623, C5 1.525, N7 1.440, O9 1.434
2 C 2.128 -0.625 -0.939  C4 1.605, N8 1.438, O10 1.416, H13 1.102
3 C 0.127 0.245 0.418  C1 1.623, C4 1.515, C6 1.521, H14 1.095
4 C 0.884 0.388 -0.885  C2 1.605, C3 1.515, H19 1.088, H20 1.089
5 C -2.245 0.767 -0.614  C1 1.525, H21 1.085, H22 1.092, H23 1.086
6 C 0.139 1.517 1.252  C3 1.521, H24 1.088, H25 1.088, H26 1.087
7 N -2.008 -0.529 1.396  C1 1.440, H15 1.015, H16 1.013
8 N 3.157 -0.191 -0.034  C2 1.438, H17 1.014, H18 1.015
9 O -1.233 -1.448 -0.657  C1 1.434, H11 0.965
10 O 1.739 -1.966 -0.701  C2 1.416, H12 0.968
11 H -2.099 -1.750 -0.959  O9 0.965
12 H 0.772 -2.018 -0.715  O10 0.968
13 H 2.551 -0.564 -1.955  C2 1.102
14 H 0.543 -0.564 1.027  C3 1.095
15 H -2.980 -0.804 1.296  N7 1.015
16 H -1.512 -1.256 1.897  N7 1.013
17 H 3.981 -0.773 -0.135  N8 1.014
18 H 2.833 -0.253 0.926  N8 1.015
19 H 1.296 1.390 -0.996  C4 1.088
20 H 0.274 0.167 -1.760  C4 1.089
21 H -2.424 1.622 0.030  C5 1.085
22 H -3.209 0.329 -0.882  C5 1.092
23 H -1.758 1.097 -1.527  C5 1.086
24 H 1.140 1.688 1.641  C6 1.088
25 H -0.543 1.414 2.093  C6 1.088
26 H -0.165 2.375 0.657  C6 1.087

***

[5]
This record from the Open Molecules 2025 dataset describes a 2-piece molecular cluster, C6H16N2O2 overall in a non-equilibrium geometry. The level of theory is ωB97M-V/def2-TZVPD.

Properties
energy relative to the best compared isomer or geometry (same formula, charge and spin)	257.3	kJ/mol
largest force on an atom	3.386	eV Å⁻¹
gap between HOMO and LUMO	8.86	eV
LUMO energy	0.7	eV
electronic energy	-498.1549	Eh

Last columns: bonded neighbours and bond lengths (Å).
Cartesian coordinates (Å):
1 C 2.422 -1.685 -0.254  C3 1.484, N4 1.272, H5 1.094
2 C 0.951 0.850 0.939  H10 1.087, H11 1.088, H12 1.087, C17 1.698
3 C 2.116 -1.226 -1.632  C1 1.484, H8 1.085, H9 1.088, H13 1.091
4 N 1.520 -2.220 0.466  C1 1.272, H6 1.015
5 H 3.483 -1.757 0.005  C1 1.094
6 H 1.821 -2.613 1.352  N4 1.015
7 H 0.195 -1.596 0.308  O19 1.124
8 H 1.058 -1.001 -1.724  C3 1.085
9 H 2.708 -0.347 -1.873  C3 1.088
10 H 0.722 1.825 1.360  C2 1.087
11 H 1.488 0.272 1.689  C2 1.088
12 H 1.480 1.045 0.010  C2 1.087
13 H 2.396 -2.009 -2.338  C3 1.091
14 C -1.155 1.523 -1.168  N16 1.453, H22 1.098, H23 1.090, H24 1.085
15 C -2.873 1.073 0.444  N16 1.459, H21 1.101, H25 1.088, H26 1.090
16 N -1.444 1.281 0.235  C14 1.453, C15 1.459, C17 1.453
17 C -0.625 0.230 0.812  C2 1.698, N16 1.453, O18 1.399, O19 1.358
18 O -0.973 0.046 2.155  C17 1.399, H20 0.965
19 O -0.691 -0.933 0.114  H7 1.124, C17 1.358
20 H -1.617 -0.671 2.191  O18 0.965
21 H -3.241 0.148 -0.026  C15 1.101
22 H -1.393 0.660 -1.803  C14 1.098
23 H -1.747 2.377 -1.496  C14 1.090
24 H -0.103 1.762 -1.291  C14 1.085
25 H -3.088 1.050 1.511  C15 1.088
26 H -3.410 1.917 0.012  C15 1.090

***

[6]
This record from the Open Molecules 2025 dataset describes a 3-piece molecular cluster, C6H16N4 overall in a non-equilibrium geometry. The level of theory is ωB97M-V/def2-TZVPD.

Properties
energy relative to the best compared isomer or geometry (same formula, charge and spin)	124.6	kJ/mol
largest force on an atom	1.655	eV Å⁻¹
gap between HOMO and LUMO	9.74	eV
LUMO energy	1.0	eV
electronic energy	-457.1636	Eh

Last columns: bonded neighbours and bond lengths (Å).
Cartesian coordinates (Å):
1 C -0.241 0.472 2.156  N4 1.453, H9 1.106, H10 1.095, C16 1.520
2 C -0.883 -1.761 -1.809  C3 1.498, H11 1.091, H12 1.090, H13 1.094
3 C -1.491 -0.426 -1.505  C2 1.498, N5 1.259, H6 1.141
4 N -0.864 1.124 1.018  C1 1.453, H7 1.017, H19 1.023
5 N -2.236 0.262 -2.250  C3 1.259, H8 1.028
6 H -1.333 0.039 -0.474  C3 1.141
7 H -1.665 1.680 1.307  N4 1.017
8 H -2.393 -0.141 -3.182  N5 1.028
9 H -0.063 1.160 3.004  C1 1.106
10 H -0.919 -0.311 2.512  C1 1.095
11 H -0.783 -1.935 -2.881  C2 1.091
12 H 0.100 -1.835 -1.345  C2 1.090
13 H -1.509 -2.548 -1.380  C2 1.094
14 C 0.898 1.151 -2.145  N17 1.257, H22 1.084, H23 1.092
15 C 1.467 -1.332 2.666  C16 1.499, H24 1.090, H25 1.086, H26 1.089
16 C 1.110 -0.142 1.826  C1 1.520, C15 1.499, N18 1.256
17 N 0.676 2.111 -1.365  C14 1.257, H20 1.019
18 N 1.938 0.266 0.974  C16 1.256, H21 1.019
19 H -0.214 1.742 0.525  N4 1.023
20 H 0.025 2.807 -1.725  N17 1.019
21 H 1.655 1.080 0.430  N18 1.019
22 H 1.583 0.378 -1.815  C14 1.084
23 H 0.501 1.046 -3.157  C14 1.092
24 H 0.814 -2.167 2.415  C15 1.090
25 H 2.497 -1.617 2.478  C15 1.086
26 H 1.332 -1.106 3.722  C15 1.089

***

[7]
This record from the Open Molecules 2025 dataset describes a 2-piece molecular cluster, C6H16N4 overall in a non-equilibrium geometry. The level of theory is ωB97M-V/def2-TZVPD.

Properties
energy relative to the best compared isomer or geometry (same formula, charge and spin)	404.3	kJ/mol
largest force on an atom	5.480	eV Å⁻¹
gap between HOMO and LUMO	8.55	eV
LUMO energy	0.8	eV
electronic energy	-457.0571	Eh

Last columns: bonded neighbours and bond lengths (Å).
Cartesian coordinates (Å):
1 C -1.199 -1.167 0.092  C3 1.514, H7 1.094, H8 1.090, C17 1.897
2 C 2.163 -0.185 -1.645  C4 1.502, H9 1.092, H10 1.086, H11 1.090
3 C -1.664 -1.391 1.516  C1 1.514, H12 1.092, H13 1.093, H14 1.092
4 C 1.536 -0.328 -0.287  C2 1.502, N5 1.269, N16 1.463
5 N 1.782 -1.345 0.431  C4 1.269, H6 1.017
6 H 1.455 -1.279 1.391  N5 1.017
7 H -2.059 -1.311 -0.568  C1 1.094
8 H -0.601 -1.989 -0.302  C1 1.090
9 H 3.090 0.387 -1.564  C2 1.092
10 H 2.337 -1.172 -2.065  C2 1.086
11 H 1.511 0.372 -2.317  C2 1.090
12 H -2.033 -2.405 1.684  C3 1.092
13 H -2.497 -0.723 1.751  C3 1.093
14 H -0.854 -1.194 2.222  C3 1.092
15 C -1.317 0.845 -1.671  C17 1.510, H24 1.091, H25 1.090, H26 1.087
16 N 1.042 0.952 0.222  C4 1.463, N18 1.430, H20 1.018
17 C -0.964 0.692 -0.211  C1 1.897, C15 1.510, N19 1.274
18 N 1.548 1.307 1.512  N16 1.430, H21 1.017, H22 1.015
19 N -1.591 1.464 0.584  C17 1.274, H23 1.016
20 H 1.216 1.704 -0.443  N16 1.018
21 H 1.330 0.677 2.279  N18 1.017
22 H 1.377 2.205 1.954  N18 1.015
23 H -1.397 1.335 1.573  N19 1.016
24 H -0.691 0.174 -2.261  C15 1.091
25 H -1.192 1.877 -2.001  C15 1.090
26 H -2.327 0.497 -1.875  C15 1.087

***

[8]
This record from the Open Molecules 2025 dataset describes an isolated ion of composition C6H16N4O and charge +2 in a non-equilibrium geometry. The level of theory is ωB97M-V/def2-TZVPD.

Properties
charge	+2
energy relative to the best compared isomer or geometry (same formula, charge and spin)	222.8	kJ/mol
largest force on an atom	4.627	eV Å⁻¹
gap between HOMO and LUMO	9.75	eV
LUMO energy	-6.6	eV
electronic energy	-531.8158	Eh

Last columns: bonded neighbours and bond lengths (Å).
Cartesian coordinates (Å):
1 C 0.569 1.686 0.361  C6 1.879, N7 1.399, H12 1.142, H13 1.028
2 C -2.182 0.481 0.271  C4 1.583, N9 1.470, H14 1.060, H15 1.074
3 C -1.199 -1.675 -0.321  C5 1.555, N9 1.500, H16 1.059, H17 1.057
4 C -1.238 0.723 -0.975  C2 1.583, C5 1.521, N7 1.426, H18 1.165
5 C -0.552 -0.606 -1.247  C3 1.555, C4 1.521, O11 1.412, H19 1.057
6 C 1.382 0.009 0.123  C1 1.879, N8 1.417, N10 1.579, O11 1.423
7 N -0.290 1.763 -0.740  C1 1.399, C4 1.426, H20 1.035
8 N 1.124 -0.789 1.266  C6 1.417, H21 1.034, H22 1.084
9 N -1.708 -0.810 0.793  C2 1.470, C3 1.500, H23 1.089, H24 1.061
10 N 2.926 0.099 -0.193  C6 1.579, H25 1.041, H26 0.965, H27 1.041
11 O 0.847 -0.494 -1.096  C5 1.412, C6 1.423
12 H 0.067 1.680 1.387  C1 1.142
13 H 1.350 2.352 0.320  C1 1.028
14 H -2.304 1.202 1.039  C2 1.060
15 H -3.187 0.227 -0.011  C2 1.074
16 H -2.031 -2.140 -0.782  C3 1.059
17 H -0.531 -2.447 -0.049  C3 1.057
18 H -1.957 1.054 -1.831  C4 1.165
19 H -0.757 -0.802 -2.265  C5 1.057
20 H 0.132 2.155 -1.600  N7 1.035
21 H 1.612 -1.685 1.431  N8 1.034
22 H 1.274 -0.161 2.137  N8 1.084
23 H -0.738 -0.644 1.260  N9 1.089
24 H -2.503 -1.282 1.313  N9 1.061
25 H 3.533 0.489 0.557  N10 1.041
26 H 3.229 0.535 -0.998  N10 0.965
27 H 3.136 -0.919 -0.150  N10 1.041

***

[9]
This record from the Open Molecules 2025 dataset describes a 2-piece molecular cluster, C6H16NO overall. The level of theory is ωB97M-V/def2-TZVPD.

Properties
charge	-1
energy relative to the best compared isomer or geometry (same formula, charge and spin)	73.0	kJ/mol
largest force on an atom	0.702	eV Å⁻¹
gap between HOMO and LUMO	6.35	eV
LUMO energy	3.8	eV
electronic energy	-368.1653	Eh

Last columns: bonded neighbours and bond lengths (Å).
Cartesian coordinates (Å):
1 C 2.208 0.451 -1.274  O2 1.355, C3 1.544, H5 1.125, H6 1.121
2 O 1.724 -0.273 -0.236  C1 1.355
3 C 1.128 0.709 -2.347  C1 1.544, C4 1.523, H7 1.102, H8 1.095
4 C 0.619 -0.605 -2.923  C3 1.523, H9 1.094, H10 1.091, H11 1.092
5 H 3.055 -0.094 -1.775  C1 1.125
6 H 2.664 1.435 -0.987  C1 1.121
7 H 1.503 1.353 -3.159  C3 1.102
8 H 0.335 1.275 -1.847  C3 1.095
9 H -0.182 -0.455 -3.653  C4 1.094
10 H 0.211 -1.203 -2.106  C4 1.091
11 H 1.452 -1.150 -3.372  C4 1.092
12 C -0.131 0.795 2.042  N13 1.443, H16 1.094, H17 1.114, H18 1.094
13 N -1.183 0.055 1.388  C12 1.443, C14 1.460, C15 1.440
14 C -0.804 -1.349 1.256  N13 1.460, H19 1.093, H20 1.095, H21 1.101
15 C -2.450 0.230 2.050  N13 1.440, H22 1.094, H23 1.095, H24 1.106
16 H 0.823 0.536 1.571  C12 1.094
17 H -0.107 0.592 3.137  C12 1.114
18 H -0.296 1.871 1.940  C12 1.094
19 H -1.622 -1.898 0.780  C14 1.093
20 H 0.095 -1.349 0.632  C14 1.095
21 H -0.622 -1.817 2.235  C14 1.101
22 H -3.262 -0.255 1.500  C15 1.094
23 H -2.687 1.299 2.062  C15 1.095
24 H -2.471 -0.155 3.086  C15 1.106